Here is a molecular structure, C48H54CaN8O3S2Si2Te at a distorted geometry from OMol25. Energies are from ωB97M-V/def2-TZVPD.

Each line ends with the Löwdin charge.
Positions of all 119 atoms, in Å:
Ca1 -0.5432 0.1898 -1.8041  1.24
C1 0.8097 3.3404 -4.6527  -0.09
O1 0.4964 4.4149 -3.7960  -0.09
C2 -0.8186 4.4635 -3.4016  -0.23
C3 -1.5434 5.6285 -3.4806  -0.04
C4 -2.8257 5.7924 -2.9622  -0.13
C5 -3.3716 4.7364 -2.2764  -0.08
C6 -2.6634 3.5454 -2.1277  -0.16
C7 -3.2272 2.4661 -1.3582  -0.11
N1 -2.6680 1.3488 -1.0091  -0.05
N2 -3.5628 0.4562 -0.4090  0.03
C8 -3.0590 -0.7432 -0.1534  -0.53
O2 -1.8829 -1.1888 -0.3792  -0.27
C9 -3.9630 -1.6576 0.6416  -0.15
C10 -3.5718 -2.9699 0.9514  -0.05
C11 -4.3386 -3.7990 1.7315  -0.10
C12 -5.5455 -3.3465 2.2620  -0.13
C13 -5.9812 -2.0865 1.9453  -0.11
C14 -5.1766 -1.2067 1.1876  -0.04
C15 -1.3747 3.3402 -2.7039  -0.30
O3 -0.6709 2.2790 -2.5104  -0.28
H1 1.8313 3.4346 -5.0367  0.08
H2 0.1783 3.3565 -5.5623  0.10
H3 0.7043 2.3745 -4.1892  0.06
H4 -1.0167 6.4363 -3.9564  0.10
H5 -3.3071 6.7537 -3.0747  0.08
H6 -4.3079 4.8286 -1.7689  0.09
H7 -4.2698 2.5888 -1.0479  0.11
H8 -2.6013 -3.2649 0.5229  0.12
H9 -3.9828 -4.8193 1.8883  0.10
H10 -6.1734 -4.0334 2.8230  0.09
H11 -6.9318 -1.7286 2.3106  0.09
H12 -5.5062 -0.2106 0.9960  0.09
N3 2.5040 3.0910 -0.5406  0.11
C16 2.4914 3.8250 0.6185  -0.29
C17 3.5090 4.6640 0.9659  -0.05
C18 3.3638 5.5752 1.9913  -0.11
C19 2.2081 5.5347 2.7734  -0.10
C20 1.2116 4.5649 2.5026  -0.10
C21 1.3352 3.7776 1.3729  -0.48
S1 -0.0136 2.8994 0.7448  0.97
N4 0.8113 1.5851 -0.0005  -0.30
C22 1.9184 1.8279 -0.6534  -0.40
C23 2.6018 0.8724 -1.4409  -0.24
C24 3.9237 1.0526 -1.9044  -0.10
C25 4.4498 0.2631 -2.9014  -0.15
C26 3.4776 -0.5540 -3.6184  -0.10
C27 2.2364 -0.7525 -3.1048  -0.11
N5 1.9158 -0.3577 -1.7315  -0.17
H13 3.1391 3.4562 -1.2221  0.13
H14 4.4168 4.6380 0.3752  0.11
H15 4.1645 6.2662 2.2235  0.09
H16 2.0034 6.1640 3.6131  0.08
H17 0.2830 4.4827 3.0702  0.09
H18 4.5293 1.8352 -1.4423  0.10
H19 5.4649 0.4670 -3.2647  0.08
H20 3.7107 -0.8762 -4.6342  0.10
H21 1.4309 -1.2123 -3.6952  0.07
C28 2.1199 -1.4884 -0.7222  -0.09
C29 3.2616 -2.4147 -1.0303  -0.20
C30 2.9640 -3.6361 -1.6191  -0.01
C31 4.0205 -4.4559 -2.0254  -0.02
C32 5.3381 -4.0629 -1.8495  -0.26
C33 5.6420 -2.8451 -1.2259  -0.01
C34 4.5893 -2.0260 -0.8344  -0.02
C35 6.3538 -4.8987 -2.3590  -0.22
N6 7.1375 -5.6160 -2.7893  0.13
H22 2.2928 -0.9678 0.2176  0.12
H23 1.1999 -2.0987 -0.6512  0.12
H24 1.9496 -3.9273 -1.7293  0.10
H25 3.8310 -5.4184 -2.4879  0.11
H26 6.6987 -2.5666 -1.1084  0.12
H27 4.7610 -1.0654 -0.4325  0.10
C36 -4.3435 1.7587 5.5339  -0.18
Si1 -2.9375 1.5745 4.2382  0.41
C37 -1.3604 2.4066 5.0065  -0.19
C38 -3.3837 2.5396 2.7103  -0.18
C39 -2.6494 -0.1747 3.7970  -0.61
Te1 -0.8634 -0.5186 2.7276  1.27
C40 0.2664 -0.5403 4.5134  -0.63
Si2 0.8160 -2.2871 5.0371  0.40
C41 1.9108 -2.2513 6.5502  -0.21
C42 1.8789 -3.1001 3.7161  -0.19
C43 -0.8132 -3.1799 5.4556  -0.19
H28 -4.8289 2.7163 5.4009  0.01
H29 -3.8792 1.6144 6.5104  0.01
H30 -5.1356 0.9929 5.3516  0.03
H31 -1.6597 3.4258 5.2078  0.01
H32 -0.5093 2.3397 4.2817  0.02
H33 -1.0221 1.9928 5.9578  0.01
H34 -3.6398 3.5545 3.0196  0.03
H35 -4.2543 2.0931 2.2395  0.03
H36 -2.6151 2.5844 1.9548  -0.02
H37 -3.4662 -0.5708 3.1671  0.00
H38 -2.6319 -0.8938 4.6072  0.00
H39 -0.3425 -0.1312 5.3297  0.00
H40 1.1069 0.1372 4.4341  0.00
H41 2.8697 -1.7477 6.3572  0.03
H42 2.1457 -3.3063 6.8530  0.04
H43 1.3744 -1.7409 7.3563  0.02
H44 2.9112 -2.7755 3.8171  0.02
H45 1.5366 -2.9278 2.6950  0.01
H46 1.9463 -4.1911 3.7985  0.03
H47 -1.1870 -2.8710 6.4446  0.03
H48 -0.6071 -4.2736 5.5258  0.03
H49 -1.5947 -3.0470 4.7140  0.00
C44 -0.5862 -3.8640 -8.3746  -0.05
C45 -0.3972 -3.5495 -6.8937  -0.36
C46 0.3361 -4.3964 -6.0678  -0.07
C47 0.5278 -3.9494 -4.7704  -0.17
N7 -0.0313 -2.8502 -4.2833  0.02
C48 -0.7982 -2.1177 -5.1582  -0.90
S2 -1.6193 -0.7414 -4.5442  0.47
N8 -0.9501 -2.4286 -6.4528  0.06
H50 0.2922 -4.4321 -8.7188  0.06
H51 -0.5931 -2.9040 -8.9481  0.08
H52 -1.4846 -4.4179 -8.5822  0.06
H53 0.7167 -5.3185 -6.4432  0.08
H54 1.1669 -4.5531 -4.1219  0.09

Output
Total charge   -2
Gap between HOMO and LUMO   0.1910 hartree
ΔE to the lowest compared entry with this formula, charge and spin   0.0 kcal/mol
DFT total energy   -131878.8380 eV
Molecular weight   1079.0 g/mol